Here is 10 unconnected molecules or ions with the total composition C24H66F6O21PS9 from the OMol25 dataset. Energies are from ωB97M-V/def2-TZVPD.

```
! wB97M-V def2-TZVPD RIJCOSX def2/J DEFGRID3
* xyz -1 1
P -0.302 0.425 0.601
F -0.640 -1.141 0.196
F -0.471 1.004 -0.955
F -1.846 0.842 0.794
F 0.205 1.930 1.064
F -0.108 -0.048 2.115
F 1.269 0.072 0.230
O 2.239 2.697 5.105
S 3.248 1.755 4.560
O 4.685 2.004 4.782
O 2.803 0.238 5.081
C 3.707 -0.811 5.066
C 3.937 -1.446 6.422
C 2.859 1.363 2.837
H 4.659 -0.512 4.627
H 3.268 -1.610 4.469
H 2.968 -1.771 6.801
H 4.260 -0.560 6.970
H 4.668 -2.235 6.597
H 1.770 1.329 2.808
H 3.256 0.373 2.613
H 3.297 2.169 2.249
O -4.833 -0.511 0.347
S -4.956 -1.900 -0.047
O -5.911 -2.791 0.551
O -5.062 -1.863 -1.744
C -6.350 -1.822 -2.292
C -6.936 -0.444 -2.034
C -3.315 -2.752 0.228
H -6.970 -2.598 -1.843
H -6.225 -2.083 -3.343
H -7.018 -0.211 -0.972
H -7.864 -0.369 -2.601
H -6.412 0.412 -2.458
H -3.062 -2.795 1.287
H -2.545 -2.175 -0.284
H -3.328 -3.779 -0.136
O 3.433 1.752 -2.169
S 2.762 2.877 -2.857
O 3.039 4.295 -2.475
O 3.075 2.777 -4.513
C 2.906 3.905 -5.312
C 1.721 3.796 -6.253
C 0.937 2.636 -2.882
H 3.788 3.906 -5.952
H 2.984 4.867 -4.806
H 1.422 2.815 -6.622
H 1.923 4.471 -7.085
H 0.921 4.172 -5.615
H 0.710 2.719 -1.819
H 0.745 1.633 -3.263
H 0.441 3.360 -3.530
O 1.191 -3.494 -4.160
S -0.110 -3.174 -3.672
O -1.280 -3.730 -4.317
O -0.080 -3.748 -2.127
C 1.029 -3.500 -1.263
C 0.732 -4.290 -0.016
C -0.446 -1.389 -3.404
H 1.200 -2.467 -0.960
H 1.957 -3.781 -1.761
H 0.972 -5.327 -0.250
H -0.321 -4.190 0.248
H 1.355 -3.999 0.831
H -1.397 -1.215 -2.903
H -0.308 -0.830 -4.330
H 0.207 -1.061 -2.595
O -1.221 2.332 -5.189
S -2.416 2.638 -5.973
O -2.911 1.888 -7.140
O -3.700 2.713 -4.867
C -3.975 1.437 -4.313
C -3.655 1.392 -2.833
C -2.355 4.431 -6.340
H -3.448 0.603 -4.776
H -5.043 1.235 -4.396
H -2.583 1.360 -2.636
H -4.016 0.424 -2.487
H -4.092 2.208 -2.257
H -3.192 4.688 -6.989
H -1.370 4.765 -6.666
H -2.508 4.795 -5.324
O 7.950 -3.133 2.791
S 6.585 -2.603 2.970
O 6.386 -1.206 3.372
O 5.702 -2.921 1.575
C 4.316 -2.680 1.604
C 4.074 -2.200 0.197
C 5.825 -3.783 4.161
H 3.801 -1.954 2.233
H 3.834 -3.648 1.739
H 4.344 -2.912 -0.583
H 4.779 -1.404 -0.039
H 3.056 -1.811 0.161
H 6.094 -3.402 5.146
H 6.279 -4.768 4.051
H 4.741 -3.802 4.048
C -3.338 5.665 -2.482
S -1.662 4.923 -2.231
O -0.639 6.015 -1.985
C -1.987 4.260 -0.491
H -3.517 6.623 -1.994
H -4.084 4.961 -2.114
H -3.534 5.826 -3.542
H -1.058 3.919 -0.034
H -2.705 3.440 -0.479
H -2.414 5.039 0.140
C -1.304 0.012 5.266
S -2.536 1.315 4.758
O -3.258 1.849 5.995
C -1.388 2.543 4.126
H -0.748 -0.137 4.341
H -1.749 -0.917 5.622
H -0.630 0.376 6.043
H -0.484 2.630 4.728
H -1.842 3.531 4.203
H -1.222 2.456 3.052
C 0.143 -5.630 4.634
S 1.346 -4.246 4.753
O 2.444 -4.593 3.695
C 0.295 -2.993 3.923
H -0.604 -5.347 5.375
H 0.656 -6.566 4.855
H -0.247 -5.680 3.617
H 0.844 -2.052 3.959
H -0.713 -2.839 4.310
H 0.194 -3.236 2.865
*
```

Computed properties:
- Energy: -192068.0124 eV
- Frontier orbital gap: 8.28 eV